# C5H22N2O5

5 unconnected molecules or ions with the total composition C5H22N2O5 (the ωB97M-V functional and the def2-TZVPD basis, the OMol25 dataset).

Each line ends with the natural charge from an NBO analysis.
Element x y z (Å)
H: 1.119 1.911 -2.032  0.484
O: -2.869 1.766 0.966  -0.981
H: -0.948 2.823 -0.144  0.500
H: -3.328 -1.955 -0.003  0.477
C: 0.567 -0.745 -2.114  -0.236
H: 0.272 -2.974 -0.280  0.471
N: 0.061 1.184 2.129  -0.903
H: -1.882 -1.457 -0.166  0.480
O: 0.208 -3.750 0.288  -0.936
H: -0.116 -1.367 -2.579  0.180
N: 0.174 -0.342 -0.761  -0.682
H: -0.324 -0.721 1.606  0.173
H: 2.428 -1.122 2.468  0.201
C: 0.462 -0.147 1.646  -0.037
C: 1.246 -0.093 0.254  -0.220
H: 0.558 -3.374 1.111  0.465
C: 1.392 -0.857 2.730  -0.642
O: -0.071 3.060 -0.488  -0.981
H: -3.315 1.664 1.737  0.478
O: -2.717 -1.260 -0.454  -0.959
H: 1.634 -0.332 3.659  0.226
H: 2.001 -0.879 0.250  0.194
O: 1.560 1.309 -2.598  -0.743
C: 0.696 0.362 -3.191  -0.077
H: -0.178 0.761 -3.671  0.168
H: 1.329 -0.095 -3.984  0.175
H: 1.720 0.954 0.144  0.193
H: -0.082 4.000 -0.858  0.486
H: 1.454 -1.281 -2.107  0.193
H: 0.751 1.939 1.998  0.384
H: 0.867 -1.817 3.002  0.192
H: -3.136 1.135 0.221  0.513
H: -0.531 0.351 -0.771  0.366
H: -1.002 1.350 1.991  0.399

Calculated values
Energy above the lowest of the compared OMol25 structures with the same formula, charge and spin (eV): 2.751
Total charge: 0
SMILES: C[C@@H](N)CNCCO.O.O.O.O
LUMO level (Eh): 0.012
2S+1: 1